# 1
{
  "formula": "C2H12O3S2",
  "method": "ωB97M-V/def2-TZVPD",
  "elements": ["S", "S", "O", "O", "O", "C", "C", "H", "H", "H", "H", "H", "H", "H", "H", "H", "H", "H", "H"],
  "coordinates": [[-0.894, 0.009, -2.062], [0.400, -0.355, 1.881], [2.131, -0.341, -2.165], [-0.013, 2.637, 2.263], [-2.594, 0.070, 0.949], [0.778, -1.794, -0.417], [1.054, -0.433, 0.233], [1.154, -0.223, -2.222], [-0.282, -1.918, -0.645], [1.310, -1.864, -1.369], [-0.278, 2.893, 3.159], [2.130, -0.260, 0.264], [2.461, 0.033, -2.968], [0.621, 0.381, -0.386], [-1.786, -0.219, 1.378], [-1.477, 0.614, -3.119], [0.180, 1.686, 2.271], [-2.207, 0.148, 0.052], [1.053, -2.608, 0.250]],
  "lowdin_charge": [0.61, 0.90, -0.14, -0.10, -0.09, -0.23, -0.68, -0.11, 0.02, 0.05, 0.04, 0.10, 0.04, 0.02, -0.10, -0.22, -0.13, -0.06, 0.08],
  "homo_energy_ha": -0.340,
  "energy_ev": -30076.404,
  "molar_mass_g_mol": 148.2
}


# 2
{
  "formula": "C13H31FINO4Si2",
  "method": "ωB97M-V/def2-TZVPD",
  "elements": ["I", "Si", "Si", "F", "O", "O", "O", "O", "N", "C", "C", "C", "C", "C", "C", "C", "C", "C", "C", "C", "C", "C", "H", "H", "H", "H", "H", "H", "H", "H", "H", "H", "H", "H", "H", "H", "H", "H", "H", "H", "H", "H", "H", "H", "H", "H", "H", "H", "H", "H", "H", "H", "H"],
  "coordinates": [[6.125, 0.080, -1.833], [3.765, 0.192, -1.050], [2.448, 0.640, 1.464], [1.062, 0.352, 4.468], [-2.028, -2.410, -0.113], [3.864, 0.518, 0.598], [-0.861, 1.506, 1.463], [-6.211, -0.124, 1.390], [1.418, 2.013, 0.953], [2.959, 1.556, -2.061], [2.398, 0.058, 4.276], [-2.709, -0.742, -1.729], [-4.418, -0.284, 3.013], [1.478, 1.339, -2.405], [-3.124, -1.941, -0.900], [0.132, 0.708, -4.488], [1.422, -0.934, 1.497], [3.077, -1.528, -1.403], [1.203, 0.261, -3.475], [2.972, 1.020, 3.251], [0.263, 1.789, 1.259], [-4.980, 0.457, 1.814], [-3.955, -1.685, -0.236], [-4.288, 0.403, 0.974], [0.845, -1.014, 0.576], [1.995, -1.559, -1.401], [-5.146, 1.513, 2.053], [2.881, 0.254, 5.230], [-6.828, -0.069, 2.125], [2.113, -0.048, -3.977], [0.684, -0.912, 2.290], [-5.118, -0.249, 3.851], [2.546, -0.985, 4.019], [2.629, 2.020, 3.511], [-1.875, -1.003, -2.384], [0.063, 1.788, -4.583], [-1.755, -1.689, 0.462], [1.111, 2.282, -2.805], [-2.370, 0.074, -1.084], [-3.469, 0.149, 3.334], [3.511, 1.614, -2.998], [4.060, 1.019, 3.298], [0.859, 1.135, -1.534], [-4.260, -1.336, 2.769], [2.099, -1.778, 1.585], [0.335, 0.261, -5.456], [-3.537, -0.381, -2.341], [-3.440, -2.761, -1.543], [3.108, 2.514, -1.566], [3.459, -2.175, -0.617], [3.499, -1.825, -2.356], [-0.835, 0.360, -4.136], [0.766, -0.588, -2.959]],
  "lowdin_charge": [0.47, 0.06, 0.42, -0.06, -0.09, -0.31, 0.14, -0.09, 0.11, -0.29, -0.28, -0.09, -0.09, -0.26, -0.31, -0.09, -0.13, -0.20, -0.25, -0.19, -0.42, -0.32, 0.10, 0.09, 0.03, 0.02, 0.11, 0.11, 0.08, 0.10, 0.04, 0.07, 0.11, 0.08, 0.06, 0.07, 0.06, 0.10, 0.07, 0.07, 0.06, 0.08, 0.08, 0.07, 0.05, 0.07, 0.08, 0.11, 0.08, 0.04, 0.03, 0.05, 0.08],
  "homo_energy_ha": -0.350,
  "energy_ev": -50242.671,
  "molar_mass_g_mol": 467.5
}


# 3
{
  "formula": "C39H37F5N12SSeSr",
  "method": "ωB97M-V/def2-TZVPD",
  "elements": ["Sr", "Se", "S", "F", "F", "F", "F", "F", "N", "N", "N", "N", "N", "N", "N", "N", "N", "N", "N", "N", "C", "C", "C", "C", "C", "C", "C", "C", "C", "C", "C", "C", "C", "C", "C", "C", "C", "C", "C", "C", "C", "C", "C", "C", "C", "C", "C", "C", "C", "C", "C", "C", "C", "C", "C", "C", "C", "C", "C", "H", "H", "H", "H", "H", "H", "H", "H", "H", "H", "H", "H", "H", "H", "H", "H", "H", "H", "H", "H", "H", "H", "H", "H", "H", "H", "H", "H", "H", "H", "H", "H", "H", "H", "H", "H", "H"],
  "coordinates": [[0.175, 0.690, 0.231], [2.494, -3.401, 1.410], [-2.326, 1.745, -0.532], [4.617, -4.038, -0.691], [2.877, -8.601, 1.673], [1.894, -6.231, 2.478], [5.572, -6.414, -1.505], [4.716, -8.711, -0.340], [-2.137, 1.006, 2.636], [-3.199, 4.095, 6.521], [-3.988, 2.181, 7.343], [-4.292, 0.398, -1.608], [-0.247, -1.500, 1.820], [1.672, -0.830, -1.007], [0.987, -4.013, 4.054], [1.576, 2.514, 1.330], [2.148, 3.340, 0.590], [-2.251, -0.564, -1.905], [-0.914, -0.665, -1.709], [1.380, 2.249, -1.371], [1.436, 2.130, -2.694], [1.472, 4.237, 3.097], [1.391, 2.907, 2.665], [2.969, -0.818, -0.721], [2.819, -6.258, 1.496], [-2.977, 0.465, -1.379], [1.210, 4.541, 4.418], [-0.229, -3.312, 3.582], [-2.672, 0.278, 3.615], [-0.698, -2.324, -3.533], [4.245, -7.544, 0.072], [2.257, 3.069, -0.774], [-4.772, 3.052, 9.587], [2.369, 2.790, -3.477], [-3.703, 4.326, 7.777], [-3.767, 5.504, 8.526], [0.093, -1.849, 3.205], [1.258, -1.494, -2.099], [-2.989, 2.171, 5.049], [-2.070, 2.324, 2.847], [4.680, -6.370, -0.520], [-4.315, 5.430, 9.787], [-3.097, 0.796, 4.825], [3.932, -1.435, -1.505], [-4.808, 4.223, 10.313], [-0.194, -1.458, -2.415], [-2.477, 2.944, 4.008], [4.178, -5.154, -0.093], [0.882, 3.532, 5.319], [1.090, 1.895, 3.580], [2.153, -2.176, -2.913], [3.510, -2.139, -2.615], [-4.212, 3.126, 8.316], [3.306, 3.599, -2.851], [-3.386, 2.822, 6.287], [3.248, 3.749, -1.476], [3.310, -7.485, 1.093], [3.227, -5.064, 0.915], [0.847, 2.208, 4.903], [-2.714, -1.190, -2.548], [-1.019, -3.381, 4.328], [4.216, -2.666, -3.242], [1.167, -1.686, 3.320], [-2.787, -0.785, 3.420], [2.360, 2.679, -4.552], [0.621, 1.425, 5.615], [-3.405, 6.438, 8.118], [4.975, -1.390, -1.231], [0.643, 3.782, 6.344], [4.059, 4.117, -3.428], [-5.226, 4.213, 11.310], [1.685, -3.948, 3.194], [-3.500, 0.130, 5.576], [1.263, 5.568, 4.754], [1.412, -3.584, 4.872], [1.708, 5.012, 2.381], [1.812, -2.735, -3.771], [3.950, 4.370, -0.939], [-1.245, -1.627, 1.668], [3.261, -0.304, 0.189], [-4.286, 1.223, 7.381], [-0.423, -1.161, 3.873], [-1.761, -2.221, -3.733], [1.064, 0.865, 3.238], [-4.871, 1.147, -1.268], [-4.380, 6.326, 10.389], [-0.550, -3.847, 2.689], [-2.403, 4.016, 4.130], [-0.505, -3.374, -3.309], [-1.678, 2.920, 2.027], [-5.169, 2.126, 9.983], [0.700, 1.478, -3.153], [0.816, -4.998, 4.248], [-4.730, -0.338, -2.139], [-0.177, -2.082, -4.459], [0.249, -2.150, 1.203]],
  "lowdin_charge": [1.21, 0.80, 0.65, 0.06, 0.14, 0.05, 0.14, 0.15, 0.02, 0.18, 0.17, 0.12, -0.08, -0.05, 0.08, -0.04, 0.11, -0.01, -0.02, 0.00, -0.12, 0.00, -0.27, -0.18, -0.24, -0.83, -0.04, -0.16, -0.16, 0.01, -0.14, -0.32, -0.02, -0.02, -0.22, -0.01, -0.28, -0.24, -0.12, -0.18, -0.14, -0.08, 0.00, -0.04, -0.07, -0.24, 0.01, -0.25, -0.04, -0.04, 0.02, -0.02, -0.19, -0.02, -0.29, 0.03, -0.14, -0.51, -0.07, 0.14, 0.13, 0.13, 0.09, 0.10, 0.12, 0.11, 0.11, 0.13, 0.12, 0.13, 0.11, -0.04, 0.11, 0.12, 0.16, 0.11, 0.12, 0.13, 0.07, 0.11, 0.15, 0.09, 0.07, 0.09, 0.11, 0.11, 0.12, 0.12, 0.11, 0.08, 0.11, 0.11, 0.15, 0.12, 0.10, -0.02],
  "total_charge": 2,
  "homo_energy_ha": -0.428,
  "energy_ev": -149518.921,
  "molar_mass_g_mol": 967.4
}


# 4
{
  "formula": "C8H25O5",
  "method": "ωB97M-V/def2-TZVPD",
  "elements": ["O", "O", "O", "O", "O", "C", "C", "C", "C", "C", "C", "C", "C", "H", "H", "H", "H", "H", "H", "H", "H", "H", "H", "H", "H", "H", "H", "H", "H", "H", "H", "H", "H", "H", "H", "H", "H", "H"],
  "coordinates": [[-1.002, -0.472, 1.913], [-1.963, -0.172, -1.853], [0.545, -0.500, -0.364], [1.736, -1.043, 2.075], [0.506, 2.068, -0.050], [2.219, 3.623, 0.932], [0.845, -1.293, 3.178], [1.629, 2.793, -0.243], [2.706, 1.760, -0.659], [-2.955, -2.050, -1.084], [-2.643, -1.353, -2.369], [-0.575, -1.549, 2.723], [-1.736, -2.005, -3.374], [2.368, 1.336, -1.467], [-1.687, -1.364, -4.149], [1.346, 3.613, -1.071], [0.806, -0.350, 3.670], [3.635, 2.057, -0.811], [-1.245, 0.105, 2.544], [-1.937, -3.004, -3.771], [-1.297, -1.887, 3.345], [-0.259, 2.597, 0.203], [2.928, 1.217, 0.158], [-3.450, -3.047, -1.280], [1.118, -2.102, 3.550], [-2.069, -2.439, -0.602], [0.962, 0.411, -0.152], [-2.306, 0.444, -2.343], [-0.324, -0.619, -0.934], [-3.535, -1.137, -2.851], [1.662, 4.428, 0.981], [3.346, 3.882, 0.945], [-0.672, -2.119, -2.935], [-0.504, -2.361, 1.900], [-3.247, -1.337, -0.393], [2.298, 3.086, 1.942], [0.184, -0.590, 0.469], [2.573, -0.638, 2.210]],
  "lowdin_charge": [-0.03, -0.01, 0.22, -0.04, -0.04, -0.04, -0.16, -0.46, -0.01, -0.04, -0.43, -0.17, -0.03, 0.04, 0.04, 0.19, 0.13, 0.06, 0.04, 0.10, 0.10, 0.14, 0.06, 0.12, 0.05, 0.06, 0.13, 0.01, 0.18, 0.13, 0.00, 0.12, 0.12, 0.16, 0.06, 0.11, 0.02, 0.08],
  "total_charge": 1,
  "homo_energy_ha": -0.511,
  "energy_ev": -18926.905,
  "molar_mass_g_mol": 201.3
}


# 5
{
  "formula": "C11H28N2O3P2",
  "method": "ωB97M-V/def2-TZVPD",
  "elements": ["P", "P", "O", "O", "O", "N", "N", "C", "C", "C", "C", "C", "C", "C", "C", "C", "C", "C", "H", "H", "H", "H", "H", "H", "H", "H", "H", "H", "H", "H", "H", "H", "H", "H", "H", "H", "H", "H", "H", "H", "H", "H", "H", "H", "H", "H"],
  "coordinates": [[0.143, 0.612, -0.250], [-1.534, 2.043, -1.023], [-1.063, -1.280, 2.888], [-5.591, 1.039, -3.055], [-2.521, 1.460, -1.988], [0.411, 1.575, -2.826], [1.406, -0.595, 0.353], [3.549, 0.624, 0.587], [1.177, 0.913, -1.768], [-2.055, -2.280, -2.067], [-1.088, -1.457, -1.700], [3.433, -1.799, -0.191], [0.185, 1.597, 1.323], [-0.421, -0.064, 3.220], [-0.889, 1.083, 2.318], [2.664, -0.568, 0.236], [-1.089, -0.751, -0.367], [-0.213, -2.410, 2.917], [0.832, 2.458, -3.083], [-2.218, -2.507, -3.113], [4.151, -1.544, -0.973], [-1.004, 3.299, -1.417], [1.535, -0.046, -2.137], [-4.669, 0.828, -2.845], [4.515, 0.572, 0.082], [0.392, -2.475, 2.005], [4.017, -2.182, 0.654], [-0.754, -1.450, 0.400], [-1.826, 0.827, 1.825], [-0.840, -3.299, 2.986], [-0.621, 0.183, 4.270], [2.018, 1.553, -1.508], [-1.116, 1.935, 2.966], [-5.702, 1.915, -2.673], [-2.704, -2.776, -1.354], [0.369, 1.012, -3.665], [-2.236, 2.428, 0.153], [0.461, -2.388, 3.780], [-0.065, 2.637, 1.099], [1.146, 1.513, 1.827], [3.067, 1.567, 0.322], [-2.089, -0.422, -0.092], [3.700, 0.652, 1.669], [2.743, -2.571, -0.525], [0.666, -0.182, 3.129], [-0.272, -1.282, -2.393]],
  "lowdin_charge": [0.77, 0.59, -0.20, -0.08, -0.51, -0.07, -0.06, -0.05, -0.34, 0.00, -0.22, -0.05, -0.31, -0.23, -0.21, -0.49, -0.30, -0.11, 0.07, 0.06, 0.08, -0.03, 0.08, 0.00, 0.07, 0.07, 0.08, 0.06, 0.09, 0.09, 0.12, 0.08, 0.11, 0.02, 0.07, 0.08, -0.02, 0.09, 0.06, 0.07, 0.05, 0.08, 0.08, 0.07, 0.11, 0.08],
  "homo_energy_ha": -0.286,
  "energy_ev": -39558.089,
  "smiles": "C=CCP(CN)(CCCOC)(N=C(C)C)[PH2]=O.O",
  "molar_mass_g_mol": 298.3
}


# 6
{
  "formula": "C9H10S",
  "method": "ωB97M-V/def2-TZVPD",
  "elements": ["S", "C", "C", "C", "C", "C", "C", "C", "C", "C", "H", "H", "H", "H", "H", "H", "H", "H", "H", "H"],
  "coordinates": [[-0.685, 5.098, 1.982], [-1.083, 0.523, -0.365], [-1.364, 3.822, 1.083], [0.702, -1.142, -0.156], [-1.292, -1.744, -1.509], [-0.355, 1.388, 0.545], [0.858, 4.265, 2.419], [0.788, 2.982, 2.081], [-0.651, -0.748, -0.661], [-0.389, 2.627, 1.131], [-0.681, -2.483, -2.051], [1.500, 4.802, 3.013], [1.609, 2.272, 2.106], [1.351, -0.301, -0.290], [0.590, -1.541, 0.831], [-2.021, -1.383, -2.196], [0.601, 0.981, 0.583], [-2.009, 0.746, -0.891], [1.153, -1.998, -0.728], [-1.987, -2.429, -0.853]],
  "lowdin_charge": [0.86, -0.05, -0.23, -0.07, -0.09, -0.09, -0.36, -0.15, -0.35, -0.28, 0.08, 0.03, 0.11, 0.07, 0.09, 0.06, 0.04, 0.11, 0.09, 0.13],
  "spin_multiplicity": 3,
  "s_squared": 2.090,
  "homo_energy_ha": [-0.244, -0.313],
  "energy_ev": -20324.347,
  "molar_mass_g_mol": 150.2
}


# 7
{
  "formula": "CH5N4O3",
  "method": "ωB97M-V/def2-TZVPD",
  "elements": ["O", "O", "O", "N", "N", "N", "N", "C", "H", "H", "H", "H", "H"],
  "coordinates": [[-0.431, -1.708, -2.426], [-1.365, -1.010, -0.636], [0.522, -0.192, -1.236], [-0.419, -0.956, -1.400], [-1.065, 0.726, 1.494], [2.308, 0.830, 0.645], [0.226, 0.224, 1.660], [1.260, 0.504, 1.016], [0.342, -1.452, -2.973], [-1.177, 1.783, 1.688], [-1.781, 0.212, 1.952], [-1.191, 0.439, 0.436], [2.771, 0.600, -0.220]],
  "lowdin_charge": [0.23, 0.10, 0.07, -0.44, 0.16, 0.27, 0.05, -0.28, 0.19, 0.23, 0.16, 0.16, 0.12],
  "total_charge": 1,
  "homo_energy_ha": -0.547,
  "energy_ev": -13207.621,
  "molar_mass_g_mol": 121.1
}


# 8
{
  "formula": "C5H7N5S",
  "method": "ωB97M-V/def2-TZVPD",
  "elements": ["S", "N", "N", "N", "N", "N", "C", "C", "C", "C", "C", "H", "H", "H", "H", "H", "H", "H"],
  "coordinates": [[-1.921, -0.709, 4.080], [1.505, 1.693, -0.267], [0.277, 0.325, 0.968], [-0.889, -0.755, -2.227], [0.674, 0.962, -2.526], [-1.449, -2.190, 3.781], [0.728, 0.956, -1.175], [-0.001, 0.125, -0.305], [1.139, 1.362, 0.935], [-0.909, -0.692, -0.943], [-0.185, 0.063, -3.016], [2.253, 2.347, -0.433], [1.815, 1.646, 1.691], [-2.033, -2.978, 3.434], [-0.176, -0.142, -4.052], [-1.423, -1.473, -0.368], [1.049, 1.803, -3.009], [-0.453, -2.343, 3.432]],
  "lowdin_charge": [1.03, 0.18, 0.14, 0.14, 0.22, -0.31, -0.11, -0.26, -0.10, -0.01, -0.03, 0.19, 0.14, 0.12, 0.15, 0.15, 0.22, 0.13],
  "total_charge": 2,
  "homo_energy_ha": -0.625,
  "energy_ev": -23564.843,
  "molar_mass_g_mol": 169.2
}